Entry 1:
Molecular formula: C3H3FI2O
Method: DFT, ωB97M-V with the def2-TZVPD basis set

The calculation puts the electronic energy at -24123.662 eV. The HOMO energy is -9.404 eV. The HOMO-LUMO gap is 9.29 eV.

Last column: Löwdin charge in e.
Atoms and positions in Å:
C1 -1.301 -1.145 0.114  -0.313
C2 -1.812 -0.793 1.297  -0.008
C3 1.433 0.941 -0.668  -1.332
O1 -0.932 -1.278 -0.990  0.096
F1 1.926 1.878 0.156  -0.181
I1 1.943 1.550 -2.671  0.740
I2 2.360 -0.831 -0.205  0.882
H1 0.421 0.984 -0.613  -0.041
H2 -1.199 -0.104 1.864  0.047
H3 -2.840 -1.203 1.716  0.110

=====

Entry 2:
Molecular formula: C7H13N7
Method: DFT, ωB97M-V with the def2-TZVPD basis set

The calculation puts the electronic energy at -17878.764 eV. The HOMO energy is -15.082 eV. The charge is +2. The HOMO-LUMO gap is 7.61 eV.

Last column: Löwdin charge in e.
Atoms and positions in Å:
C1 -2.669 2.007 -0.206  -0.036
C2 -0.932 1.102 -1.114  -0.110
C3 3.543 1.758 -1.100  0.058
C4 3.084 1.145 -0.016  -0.153
C5 1.027 0.029 0.907  -0.053
C6 -0.102 -3.031 -0.639  -0.185
C7 -0.287 -0.408 0.711  -0.104
N1 -1.835 2.075 -1.269  0.145
N2 1.676 0.927 0.177  0.035
N3 -2.209 1.161 0.680  -0.050
N4 -1.121 0.471 0.022  -0.003
N5 -0.272 -2.805 -1.750  0.360
N6 -2.873 0.619 1.732  0.173
N7 -0.162 -3.704 0.448  0.238
H1 -3.513 2.663 -0.006  0.167
H2 -0.146 0.691 -1.754  0.161
H3 4.595 1.936 -1.107  0.070
H4 2.784 2.297 -1.788  0.111
H5 3.787 0.567 0.527  0.110
H6 1.541 -0.403 1.780  0.157
H7 -0.804 -1.042 1.264  0.047
H8 1.159 1.418 -0.537  0.098
H9 -0.317 -2.685 -2.819  0.222
H10 -2.296 0.267 2.447  0.101
H11 -3.507 1.269 2.133  0.125
H12 -0.793 -4.454 0.258  0.161
H13 0.641 -3.871 1.017  0.155

=====

> Among the records above, which one has the highest HOMO-LUMO gap?

C3H3FI2O

=====

> HOMO-LUMO gap of number 2 (C7H13N7)?

7.61 eV

=====

Copy entry 1 word for word.
Molecular formula: C3H3FI2O
Method: DFT, ωB97M-V with the def2-TZVPD basis set

The calculation puts the electronic energy at -24123.662 eV. The HOMO energy is -9.404 eV. The HOMO-LUMO gap is 9.29 eV.

Last column: Löwdin charge in e.
Atoms and positions in Å:
C1 -1.301 -1.145 0.114  -0.313
C2 -1.812 -0.793 1.297  -0.008
C3 1.433 0.941 -0.668  -1.332
O1 -0.932 -1.278 -0.990  0.096
F1 1.926 1.878 0.156  -0.181
I1 1.943 1.550 -2.671  0.740
I2 2.360 -0.831 -0.205  0.882
H1 0.421 0.984 -0.613  -0.041
H2 -1.199 -0.104 1.864  0.047
H3 -2.840 -1.203 1.716  0.110